1.
A cluster of 2 separate species, CH4N2OS in total at a distorted geometry. Source: OMol25; level of theory: ωB97M-V/def2-TZVPD.

Geometry as XYZ:
```
9
Properties=species:S:1:pos:R:3:forces:R:3
C -0.688971 -0.807420 2.954407 1.9273 -1.8597 1.4496
N -0.906131 -0.554671 1.761574 -0.1538 -0.2421 0.3633
N -0.399588 0.018922 -2.757521 0.3548 -4.1916 3.7162
O 0.337074 -0.462535 -1.732004 -0.6634 1.1931 -2.4052
S -1.424370 -0.250498 0.353004 -0.4161 0.5665 -0.7124
H 0.280031 -1.508507 3.164346 -2.2363 1.8290 -0.0337
H -1.389532 -0.533883 3.791124 0.7488 -0.1953 -0.7856
H -1.353155 -0.279695 -2.575198 -0.1046 0.5176 -0.8774
H -0.177369 0.885063 -3.111830 0.5434 2.3825 -0.7149
```
Forces are in eV/Å.

## Properties
E_LUMO (spin up / spin down) ... 0.01 / -0.32 eV
HOMO-LUMO gap (spin up / spin down) ... 7.6 / 8.3 eV
HOMO energy (spin up / spin down) ... -7.6 / -8.6 eV
Relative energy (zero: lowest compared OMol25 entry of this formula, charge and spin) ... 129.9 kcal per mole
Multiplicity ... 1


2.
A cluster of 2 separate species, C2H6O3S in total at a distorted geometry. Source: OMol25; level of theory: ωB97M-V/def2-TZVPD.

Geometry as XYZ:
```
12
Properties=species:S:1:pos:R:3:forces:R:3
O 4.213543 0.591438 4.536671 0.1381 0.8638 -0.8573
H 4.685803 1.451738 4.608151 -0.5342 -0.9239 -0.1233
H 3.851053 0.582729 3.621912 0.3843 0.0620 0.9739
O 0.501774 0.945168 0.252283 -2.4224 -1.9859 -1.8307
O -1.428545 0.221059 -0.824736 0.7571 1.8074 1.6870
S -3.593314 -0.659211 -2.242076 0.1309 -0.5907 0.7381
C -0.139305 0.120399 -0.400597 1.4987 1.1644 1.2051
C -1.815925 -0.699001 -1.784006 0.1969 -0.5009 -2.0384
H -3.799254 0.494538 -2.912116 0.7980 -0.0480 0.1891
H 0.303994 -0.846661 -0.710347 0.0421 0.1844 0.0710
H -1.542485 -1.715571 -1.441576 -0.6858 0.2365 -0.3205
H -1.237335 -0.486621 -2.703566 -0.3038 -0.2692 0.3059
```
Forces are in eV/Å.

## Properties
E_LUMO ... 0.64 eV
HOMO-LUMO gap ... 10.7 eV
HOMO energy ... -10.0 eV
SMILES ... O=COCS.O
Relative energy (zero: lowest compared OMol25 entry of this formula, charge and spin) ... 23.2 kcal per mole
Multiplicity ... 1


3.
The ion C3H8N3S with charge +1 at a distorted geometry. Source: OMol25; level of theory: ωB97M-V/def2-TZVPD.

Geometry as XYZ:
```
15
Properties=species:S:1:pos:R:3:forces:R:3
C 1.226493 -1.479408 0.020338 0.7725 0.1168 0.5759
C -1.446871 1.127560 0.317312 2.0933 -0.3254 1.2799
C 0.108233 0.672678 0.174927 -0.3754 0.2148 -2.4280
N -2.411844 0.521366 -0.478899 0.1960 -1.9480 1.4264
N 0.242733 -0.720209 0.340214 -1.0659 -1.0657 -1.4757
N 2.534194 -1.123024 -0.062111 1.4381 -1.1395 -1.6002
S -3.248381 -0.731583 0.047695 0.9595 1.1830 -1.2833
H 1.182130 -2.599903 -0.109260 -0.7751 1.2508 0.2823
H -1.606061 0.981482 1.308030 -1.0674 -1.2377 2.9988
H -1.564035 2.150356 0.285947 0.3475 2.5904 -1.0539
H 0.300490 1.170852 -0.846869 0.6979 -1.4039 1.0442
H 0.750864 1.138189 0.891985 -0.3676 1.2114 0.7375
H -2.254772 0.882783 -1.396453 -1.1394 -0.4727 -1.6129
H 3.168673 -1.722404 -0.625508 -0.9395 0.2750 0.8991
H 3.018159 -0.268728 0.132652 -0.7744 0.7507 0.2099
```
Forces are in eV/Å.

## Properties
E_LUMO (spin up / spin down) ... -7.29 / -7.29 eV
HOMO-LUMO gap (spin up / spin down) ... 5.8 / 5.8 eV
Total charge ... +1
HOMO energy (spin up / spin down) ... -13.1 / -13.1 eV
SMILES ... N/C=N\CC[NH+]=S
Relative energy (zero: lowest compared OMol25 entry of this formula, charge and spin) ... 79.5 kcal per mole
Multiplicity ... 1


4.
The molecule C4H7N3O at a distorted geometry. Source: OMol25; level of theory: ωB97M-V/def2-TZVPD.

Geometry as XYZ:
```
15
Properties=species:S:1:pos:R:3:forces:R:3
C -0.687166 -0.797012 0.664967 -1.3513 -1.5060 -0.8373
C 0.632805 -0.900626 0.945973 -1.1202 -0.9198 -1.3243
C 1.819679 -0.154283 0.239493 -2.4545 -1.6007 1.7836
C -0.820435 1.109589 -0.689006 4.0827 3.5338 -1.4342
H -3.352459 -0.532060 -0.447867 1.6468 2.4479 1.4803
H -1.452120 -1.483314 1.106827 1.1054 0.6232 0.0678
H 0.813423 -1.801606 1.611853 0.1995 1.6125 -0.5453
H 2.512874 -0.902994 -0.142864 0.3984 0.0717 0.6647
H 2.138487 0.425039 1.155229 0.6514 0.2501 -1.5004
H 2.188894 0.922837 -1.261575 2.8819 1.6964 -1.6142
H -1.433120 1.969332 -0.975507 -0.3773 -0.4975 0.8018
N -1.454503 -0.116185 -0.447234 2.4860 0.9006 2.2071
N 1.374508 0.527806 -0.981292 0.4128 -3.2367 2.3129
N 0.505106 1.516818 -0.806063 -7.5282 -0.4215 -0.2280
O -2.785973 0.216658 0.027066 -1.0334 -2.9539 -1.8344
```
Forces are in eV/Å.

## Properties
E_LUMO ... 0.73 eV
HOMO-LUMO gap ... 9.1 eV
HOMO energy ... -8.3 eV
SMILES ... ON1C=CCNN=C1
Relative energy (zero: lowest compared OMol25 entry of this formula, charge and spin) ... 137.8 kcal per mole
Multiplicity ... 1


5.
A cluster of 6 separate species, H12O6 in total at a distorted geometry. Source: OMol25; level of theory: ωB97M-V/def2-TZVPD.

Geometry as XYZ:
```
18
Properties=species:S:1:pos:R:3:forces:R:3
H -0.111085 -0.331959 -0.931490 1.9945 1.2233 -1.5271
H -1.000790 -1.210330 -0.409328 -0.7398 0.4002 0.9780
H -2.727788 3.882823 0.037033 0.6018 -0.1315 -0.2035
H -2.153179 3.801632 1.438673 1.2876 -0.2856 -2.8376
H -5.274966 -2.284012 -0.916469 -1.3116 0.4823 0.1701
H -6.583231 -2.945739 -0.751384 -1.8197 -3.7664 0.2319
H 1.282905 -1.613491 2.690383 1.4637 -0.6552 0.6721
H 2.700561 -1.998095 3.343579 2.1334 1.6078 0.8855
H 3.896308 -1.791233 -1.620688 0.2970 0.1137 -0.2167
H 4.818236 -1.153599 -2.728162 -0.1983 -1.2226 1.4504
H 2.361314 3.190151 -0.874610 1.0205 2.4476 -2.1229
H 2.760873 2.668777 0.537232 -0.7401 0.1494 -1.3113
O -0.735299 -0.282878 -0.246037 -1.2438 -1.6486 0.6015
O -1.851767 3.736136 0.440867 -1.8997 0.4429 3.0329
O -6.244459 -2.114544 -0.794236 3.1248 3.2887 -0.4005
O 1.912545 -2.311240 3.003350 -3.6198 -0.9306 -1.5959
O 4.794977 -1.821021 -1.980360 -0.0929 1.1161 -1.2203
O 2.154850 2.578618 -0.238354 -0.2577 -2.6315 3.4133
```
Forces are in eV/Å.

## Properties
E_LUMO ... 0.31 eV
HOMO-LUMO gap ... 11.6 eV
HOMO energy ... -11.2 eV
SMILES ... O.O.O.O.O.O
Relative energy (zero: lowest compared OMol25 entry of this formula, charge and spin) ... 63.5 kcal per mole
Multiplicity ... 1


6.
A structure of composition C4H5KNaO at a distorted geometry. Source: OMol25; level of theory: ωB97M-V/def2-TZVPD.

Geometry as XYZ:
```
12
Properties=species:S:1:pos:R:3:forces:R:3
C -1.174335 -1.750080 0.324758 5.1989 2.9744 0.6866
C 0.140914 -1.109506 0.427269 -4.4888 -3.1873 -0.3452
C 1.377810 -0.697114 0.619100 -0.5686 -0.8979 -0.4748
H -2.018223 -1.208333 -0.091455 0.3245 -0.1733 -0.1895
H -1.386064 -2.731807 0.748788 0.5132 0.1400 -0.1143
H 1.830733 -0.368530 1.547848 -0.5405 0.3563 0.4269
H 2.127653 -0.825390 -0.150774 -0.1113 0.0186 -0.3192
O 0.039594 2.846768 -1.328167 -2.0761 1.5889 -0.3123
C 0.732583 2.038578 -1.772741 3.0533 -1.2812 1.5879
Na -2.219305 0.855762 0.908421 -8.0517 -3.3780 -1.0056
K -0.538844 1.671417 1.195186 7.5934 4.0934 1.5177
H 1.087484 1.278236 -2.428236 -0.8464 -0.2539 -1.4582
```
Forces are in eV/Å.

## Properties
E_LUMO (spin up / spin down) ... -0.12 / -0.17 eV
HOMO-LUMO gap (spin up / spin down) ... 4.0 / 4.0 eV
HOMO energy (spin up / spin down) ... -4.1 / -4.1 eV
<S²> ... 0.753
Multiplicity ... 2


7.
The molecule C3H5FN2 at a distorted geometry. Source: OMol25; level of theory: ωB97M-V/def2-TZVPD.

Geometry as XYZ:
```
11
Properties=species:S:1:pos:R:3:forces:R:3
C -0.789640 0.777961 -0.140047 -4.2516 1.6305 0.2111
C 0.182218 1.326173 0.515945 4.7098 -2.1340 0.1665
C -0.789194 -0.706906 -0.267054 0.9043 0.3530 0.6449
N 0.435623 -1.015919 0.487277 0.4676 -1.7641 0.3009
N 1.366460 -0.032074 0.624727 -3.7538 3.1254 1.9366
F 2.028494 0.034901 -0.594960 1.1705 0.5824 -2.1494
H -1.765183 1.337037 -0.453845 2.0325 -0.9123 0.4903
H 0.756382 2.222530 0.798691 -1.1801 -0.3821 -0.3485
H -1.644376 -1.297688 0.112313 0.3106 0.7621 0.2523
H -0.809535 -0.842003 -1.319207 0.5616 -0.7922 -1.3547
H 1.028749 -1.804007 0.236164 -0.9714 -0.4686 -0.1500
```
Forces are in eV/Å.

## Properties
E_LUMO ... 1.03 eV
HOMO-LUMO gap ... 10.2 eV
HOMO energy ... -9.2 eV
SMILES ... FN1C=CCN1
Relative energy (zero: lowest compared OMol25 entry of this formula, charge and spin) ... 100.7 kcal per mole
Multiplicity ... 1


Number 1: electronic energy -16959.55510 eV. Number 2: electronic energy -19147.99582 eV. Number 3: electronic energy -18536.05927 eV. Number 4: electronic energy -10773.77297 eV. Number 5: electronic energy -12478.36093 eV. Number 6: electronic energy -27006.71686 eV. Number 7: electronic energy -8884.77921 eV.